1.
Entry from the Open Molecules 2025 dataset: 2 unconnected molecules or ions with the total composition C9H14 at a distorted geometry (ωB97M-V/def2-TZVPD).

Calculated values
Electronic energy in Ha: -351.2562
E_HOMO in Ha: -0.3330
F_max in eV Å⁻¹: 5.05
LUMO in Ha: 0.036
Relative energy (zero: lowest compared OMol25 entry of this formula, charge and spin) in eV: 2.012
Multiplicity: 1
Molecular weight in Da: 122.2

Structure (XYZ):
```
23
Properties=species:S:1:pos:R:3:forces:R:3
C 0.31876 1.62008 -0.60771 3.2 0.3 2.4
C 1.27729 0.37408 -0.64153 -0.2 1.4 -1.0
C 2.41301 0.41136 -1.44867 2.1 1.4 -0.9
C 3.30956 -0.68197 -1.51892 0.2 1.6 -0.9
C 2.91420 -1.88493 -1.05959 0.6 -3.0 2.7
C 1.76519 -1.96180 -0.25585 -2.5 -2.2 0.2
C 1.00449 -0.83178 -0.00482 1.2 0.4 -1.4
H 0.80553 2.49107 0.03168 -1.0 -1.8 -1.2
H -0.66497 1.44113 -0.26757 -0.9 -0.5 0.7
H 0.21649 1.98746 -1.57285 0.0 0.7 -1.9
H 2.82886 1.33873 -2.02664 -1.4 -1.4 1.3
H 4.31411 -0.55828 -1.95959 -0.8 0.0 0.0
H 3.61119 -2.78244 -0.93521 -1.0 1.3 -1.0
H 1.20041 -2.99837 0.04401 2.1 2.5 -0.4
H 0.16511 -0.80952 0.59063 -1.8 -0.6 1.3
C -2.91261 -0.32190 1.72558 0.7 0.9 -1.3
C -3.49252 1.06145 1.19139 3.1 -1.0 3.8
H -2.06657 -0.04263 2.50019 -2.1 -1.2 -1.2
H -3.77220 -0.96099 1.96561 0.5 0.2 1.1
H -2.49571 -0.89941 0.85979 0.3 0.6 0.7
H -4.07222 1.40068 2.07594 0.5 0.7 -0.8
H -4.09232 0.97226 0.38566 -2.0 -0.4 -2.7
H -2.57507 1.63575 0.92849 -1.1 0.3 0.4
```
Forces are in eV/Å.

2.
Entry from the Open Molecules 2025 dataset: a molecular structure, C3H3N3O (ωB97M-V/def2-TZVPD).

Calculated values
Electronic energy in Ha: -355.4433
E_HOMO in Ha: -0.3396
F_max in eV Å⁻¹: 0.48
LUMO in Ha: -0.009
Relative energy (zero: lowest compared OMol25 entry of this formula, charge and spin) in eV: 5.350
Multiplicity: 1
Molecular weight in Da: 97.1

Structure (XYZ):
```
10
Properties=species:S:1:pos:R:3:forces:R:3
O -0.78899 1.57552 0.96248 0.0 0.1 -0.1
C -0.21966 0.52418 0.38523 0.2 -0.3 -0.1
C -0.01005 -0.67632 1.06889 0.0 0.0 0.0
N 0.41142 -1.75955 0.43213 0.0 0.2 -0.1
N 0.61431 -1.77303 -0.88417 0.0 0.2 0.0
C 0.59589 -0.61170 -1.55031 0.1 -0.3 0.3
N 0.22851 0.55563 -0.86035 -0.1 -0.1 0.1
H -0.79717 2.31424 0.33303 0.0 -0.1 0.1
H -0.19123 -0.75937 2.13588 0.0 0.0 -0.1
H 0.15696 0.61039 -2.02280 -0.1 0.3 -0.1
```
Forces are in eV/Å.

3.
Entry from the Open Molecules 2025 dataset: a single C3H5NO molecule at a distorted geometry (ωB97M-V/def2-TZVPD).

Calculated values
Electronic energy in Ha: -247.2491
E_HOMO in Ha: -0.3866
F_max in eV Å⁻¹: 1.69
LUMO in Ha: 0.025
Relative energy (zero: lowest compared OMol25 entry of this formula, charge and spin) in eV: 1.582
Multiplicity: 1
Molecular weight in Da: 71.1

Structure (XYZ):
```
10
Properties=species:S:1:pos:R:3:forces:R:3
C -1.03851 0.84578 0.33007 0.1 0.1 0.6
O -0.63512 0.26056 -0.89400 0.2 -0.1 0.1
C 0.49058 -0.57174 -0.79394 0.0 -0.1 -0.2
C 1.12078 -0.67262 0.53018 1.4 -0.9 0.2
N 1.88025 -0.99749 1.33716 -0.7 0.5 -0.1
H -2.04415 0.50913 0.60964 0.2 0.1 -0.1
H -1.00439 1.94021 0.26261 -0.1 -0.2 -0.1
H -0.32713 0.52148 1.11758 -0.7 0.5 -0.1
H 1.30498 -0.22400 -1.44287 -0.3 0.0 -0.2
H 0.25270 -1.61131 -1.05642 -0.1 0.2 -0.2
```
Forces are in eV/Å.

4.
Entry from the Open Molecules 2025 dataset: a single C6H4N2O5 molecule at a distorted geometry (ωB97M-V/def2-TZVPD).

Calculated values
Electronic energy in Ha: -716.4716
E_HOMO in Ha: -0.3794
F_max in eV Å⁻¹: 3.76
LUMO in Ha: -0.054
Relative energy (zero: lowest compared OMol25 entry of this formula, charge and spin) in eV: 3.396
Multiplicity: 1
Molecular weight in Da: 184.1

Structure (XYZ):
```
17
Properties=species:S:1:pos:R:3:forces:R:3
O 0.82182 -0.08022 2.34194 -0.6 0.0 -0.2
C 0.12784 -0.27120 1.37986 1.6 -0.1 -1.0
C -1.09284 -1.05840 1.26716 0.8 -0.4 1.8
C -1.90261 -0.79787 0.26484 -0.6 1.8 -0.5
C -1.69278 0.29142 -0.72173 -1.0 0.1 -1.7
C -0.46690 0.74725 -0.92031 -0.3 -0.1 -0.4
C 0.61792 0.23637 -0.04335 0.1 3.5 1.3
N 1.73748 1.42372 0.15890 -1.1 -2.5 -0.1
O 1.41496 2.56417 -0.01895 0.2 0.1 0.2
O 2.79630 0.91892 0.40417 0.5 1.6 1.0
N 1.34634 -0.73380 -0.81087 -0.4 -1.9 -0.9
O 2.24639 -0.33302 -1.48306 0.4 -0.7 -1.2
O 0.84741 -1.85378 -0.81601 0.7 0.2 0.1
H -1.23582 -1.77149 2.10212 -0.3 0.4 -0.8
H -2.83380 -1.24768 0.21938 -1.6 -1.2 -0.1
H -2.48920 0.65443 -1.50467 1.3 -1.1 2.0
H -0.24253 1.31119 -1.81943 0.3 0.3 0.4
```
Forces are in eV/Å.

5.
Entry from the Open Molecules 2025 dataset: a single C6H8N2S molecule at a distorted geometry (ωB97M-V/def2-TZVPD).

Calculated values
Electronic energy in Ha: -741.0318
E_HOMO (alpha / beta) in Ha: -0.2648 / -0.2648
F_max in eV Å⁻¹: 2.24
LUMO (alpha / beta) in Ha: -0.034 / -0.034
Relative energy (zero: lowest compared OMol25 entry of this formula, charge and spin) in eV: 2.539
Multiplicity: 1
Molecular weight in Da: 140.2

Structure (XYZ):
```
17
Properties=species:S:1:pos:R:3:forces:R:3
C -0.97977 1.57041 -0.47791 -0.3 -0.2 -0.2
C 0.69504 0.88191 0.96494 0.3 0.0 0.4
C 2.02210 0.71577 0.91889 0.0 -0.2 0.0
C 0.14343 -0.34608 -1.20849 1.6 -1.6 0.0
C -0.36659 0.33262 0.00099 -0.1 0.2 0.8
C -1.39753 -0.49476 0.79204 0.0 0.0 -0.2
N -1.43224 2.56142 -0.82390 -0.3 0.6 -0.3
N -0.08743 -1.62676 -1.46895 0.0 1.3 0.4
S 2.99755 -0.14000 -0.17890 -0.8 -0.3 -0.8
H 0.26069 1.48436 1.75251 -0.1 0.0 0.0
H 2.57988 1.17220 1.72672 -0.1 0.2 0.2
H 0.65270 0.23999 -1.95597 -0.1 0.0 -0.2
H -0.89757 -1.25890 1.38152 0.1 -0.1 0.0
H -2.12395 -0.95780 0.12809 -0.2 0.0 0.0
H -1.93502 0.15641 1.47745 0.1 0.0 0.0
H 0.29169 -2.06038 -2.29354 0.1 0.0 0.0
H -0.42297 -2.23044 -0.73548 -0.1 0.0 0.0
```
Forces are in eV/Å.

Which of these has the highest relative energy (zero: lowest compared OMol25 entry of this formula, charge and spin)?
C3H3N3O

What is the relative energy (zero: lowest compared OMol25 entry of this formula, charge and spin) in the first record?
2.012 eV

Repeat the first record exactly.
Entry from the Open Molecules 2025 dataset: 2 unconnected molecules or ions with the total composition C9H14 at a distorted geometry (ωB97M-V/def2-TZVPD).

Calculated values
Electronic energy in Ha: -351.2562
E_HOMO in Ha: -0.3330
F_max in eV Å⁻¹: 5.05
LUMO in Ha: 0.036
Relative energy (zero: lowest compared OMol25 entry of this formula, charge and spin) in eV: 2.012
Multiplicity: 1
Molecular weight in Da: 122.2

Structure (XYZ):
```
23
Properties=species:S:1:pos:R:3:forces:R:3
C 0.31876 1.62008 -0.60771 3.2 0.3 2.4
C 1.27729 0.37408 -0.64153 -0.2 1.4 -1.0
C 2.41301 0.41136 -1.44867 2.1 1.4 -0.9
C 3.30956 -0.68197 -1.51892 0.2 1.6 -0.9
C 2.91420 -1.88493 -1.05959 0.6 -3.0 2.7
C 1.76519 -1.96180 -0.25585 -2.5 -2.2 0.2
C 1.00449 -0.83178 -0.00482 1.2 0.4 -1.4
H 0.80553 2.49107 0.03168 -1.0 -1.8 -1.2
H -0.66497 1.44113 -0.26757 -0.9 -0.5 0.7
H 0.21649 1.98746 -1.57285 0.0 0.7 -1.9
H 2.82886 1.33873 -2.02664 -1.4 -1.4 1.3
H 4.31411 -0.55828 -1.95959 -0.8 0.0 0.0
H 3.61119 -2.78244 -0.93521 -1.0 1.3 -1.0
H 1.20041 -2.99837 0.04401 2.1 2.5 -0.4
H 0.16511 -0.80952 0.59063 -1.8 -0.6 1.3
C -2.91261 -0.32190 1.72558 0.7 0.9 -1.3
C -3.49252 1.06145 1.19139 3.1 -1.0 3.8
H -2.06657 -0.04263 2.50019 -2.1 -1.2 -1.2
H -3.77220 -0.96099 1.96561 0.5 0.2 1.1
H -2.49571 -0.89941 0.85979 0.3 0.6 0.7
H -4.07222 1.40068 2.07594 0.5 0.7 -0.8
H -4.09232 0.97226 0.38566 -2.0 -0.4 -2.7
H -2.57507 1.63575 0.92849 -1.1 0.3 0.4
```
Forces are in eV/Å.